Entry 1:
Molecular formula: C27H51ClF6FeN6O4P2S2
Method: DFT, ωB97M-V/def2-TZVPD

CARTESIAN COORDINATES (ANGSTROEM)
C  -0.566  4.239  0.818
F  4.664  1.419  3.479
H  1.531  3.659  -4.505
C  -0.585  -2.726  -5.345
C  4.802  0.112  -5.526
C  -2.208  2.225  -3.197
H  -0.298  -3.594  -1.966
N  1.346  -3.467  -3.276
C  2.519  2.570  -2.190
H  1.367  -0.236  -5.670
H  -2.474  -2.852  -4.355
H  -1.506  3.749  1.089
H  -0.207  -2.625  -6.378
H  -1.216  5.119  -2.478
H  3.172  1.326  -6.285
C  3.791  -1.372  -3.725
C  -0.327  4.189  -0.697
H  5.887  -1.092  -4.062
C  -2.109  -2.746  -5.380
C  -1.510  -1.491  -0.531
C  -2.686  1.707  -0.764
C  0.288  -0.350  4.169
H  -0.157  3.829  -4.022
H  3.158  1.113  -4.538
Fe  0.509  -0.860  -0.262
H  -3.693  -1.307  -5.687
F  0.574  0.194  5.366
C  -1.401  5.012  -1.411
F  5.091  0.381  1.623
H  3.724  -0.563  -2.991
H  -3.483  1.006  -1.025
H  5.061  -0.118  -6.565
H  -0.491  0.326  -3.944
N  1.707  1.535  2.922
H  2.223  -6.514  -1.352
N  1.089  -0.925  -2.190
O  3.252  2.757  1.408
H  -1.438  6.019  -0.975
Cl  1.483  -2.491  1.050
C  -1.628  1.728  -1.874
H  -1.334  0.686  -2.024
H  0.232  3.736  1.365
H  2.711  3.420  -1.525
H  -2.260  1.364  0.181
N  -0.112  -1.642  -4.496
H  -1.060  -0.021  -6.356
H  -0.065  -5.983  -1.493
H  3.012  -3.722  -4.494
C  4.975  -1.158  -4.661
H  -2.388  4.567  -1.280
H  2.726  1.659  -1.625
H  -3.120  1.657  -3.419
H  3.420  -4.684  -2.195
H  3.749  -5.852  -3.476
H  -2.453  -3.616  -5.945
H  5.076  -2.037  -5.304
H  -0.611  5.277  1.170
C  -2.656  -1.452  -5.998
C  3.354  0.606  -5.482
C  -1.796  -0.242  -5.576
H  3.223  2.634  -3.029
F  -0.914  -0.925  4.249
H  -2.659  -1.543  -7.089
O  -0.656  1.940  3.529
S  2.730  1.457  1.716
O  -0.204  0.408  1.669
O  2.359  0.602  0.627
H  -3.128  2.696  -0.609
H  1.858  -7.162  -2.947
C  2.955  -5.286  -2.980
H  -0.204  -3.672  -4.958
C  0.861  3.756  -3.642
C  -1.057  -0.539  -4.277
H  1.227  -3.875  -1.189
C  2.401  -0.572  -5.607
C  2.286  -4.335  -3.967
H  2.623  -1.088  -6.554
C  1.912  -6.237  -2.364
H  -0.021  -5.753  -3.240
H  -1.772  -0.761  -3.478
S  0.224  0.993  2.912
H  1.110  4.700  -3.146
C  4.143  0.622  2.534
H  -2.415  0.648  -5.450
H  3.943  -2.286  -3.145
F  3.790  -0.525  3.096
N  -2.565  -1.883  -0.819
H  -1.518  2.063  -4.029
C  1.070  2.575  -2.693
H  1.775  -4.943  -4.738
H  -2.475  3.283  -3.172
H  0.903  1.627  -3.216
P  -0.030  2.406  -1.205
F  1.193  -1.268  3.904
N  2.534  -1.513  -4.483
C  0.676  -4.066  -2.106
C  0.527  -5.567  -2.309
P  1.191  -1.789  -3.426
H  5.482  0.902  -5.198
H  0.648  4.658  -0.880

Results
HOMO level (spin up / spin down) ... -0.0829 / -0.0745 hartree
2S+1 ... 5
Total charge ... -2
DFT total energy ... -149424.58921 eV

---

Entry 2:
Molecular formula: C5H6ClFS
Method: DFT, ωB97M-V/def2-TZVPD

CARTESIAN COORDINATES (ANGSTROEM)
Cl  -1.864  0.985  1.998
H  -0.282  -1.868  1.787
H  -0.132  -2.280  -0.842
C  0.149  1.020  0.025
S  0.824  0.036  -2.657
H  -0.490  1.936  0.094
H  2.080  0.043  -1.965
C  -0.249  0.321  1.302
H  1.179  1.300  0.174
C  -0.205  0.111  -1.133
C  -0.358  -1.123  0.970
C  -0.232  -1.253  -0.317
F  0.773  0.604  2.202
H  -1.191  0.169  -1.637

Results
HOMO level ... -0.3522 hartree
SMILES string ... F[C@]1(Cl)C=C[C@H](S)C1
ΔE to the lowest compared entry with this formula, charge and spin ... 73.63 kJ/mol
DFT total energy ... -31356.31615 eV

---

Entry 3:
Molecular formula: C4H6O
Method: DFT, ωB97M-V/def2-TZVPD

CARTESIAN COORDINATES (ANGSTROEM)
C  0.249  -0.386  -0.041
H  -0.203  -1.389  0.145
C  -0.582  0.615  -0.034
C  1.717  -0.326  -0.241
C  -1.962  0.350  0.239
H  2.084  0.674  -0.569
H  2.138  -1.194  -0.768
H  2.127  -0.457  0.812
H  -2.251  -0.682  0.606
H  -0.468  1.630  -0.393
O  -2.849  1.165  0.244

Results
HOMO level ... -0.3567 hartree
SMILES string ... C/C=C/C=O
ΔE to the lowest compared entry with this formula, charge and spin ... 36.01 kJ/mol
DFT total energy ... -6291.54469 eV

---

Entry 4:
Molecular formula: C38H31AsClN2O4SSeTl
Method: DFT, ωB97M-V/def2-TZVPD

CARTESIAN COORDINATES (ANGSTROEM)
C  -0.775  2.889  3.496
H  2.923  3.893  -1.468
C  5.522  -3.138  -1.185
H  -0.557  -6.791  -4.370
C  3.249  -3.861  -1.572
C  -1.347  -6.190  -1.133
H  4.997  -5.030  -2.010
H  1.208  -7.635  -2.035
C  2.347  1.372  -1.174
H  1.694  -2.526  -0.824
C  0.861  2.774  5.257
Tl  -0.263  -0.607  -2.027
C  4.642  -4.065  -1.670
O  0.631  1.612  -2.898
H  -2.703  5.029  0.392
H  0.109  -8.701  -2.846
As  -1.125  2.382  1.589
H  -3.656  -3.920  -0.195
O  4.696  3.269  1.039
C  -5.429  2.062  1.888
C  -0.913  -6.248  -3.505
C  1.530  2.180  -2.178
O  3.665  4.173  -0.766
C  0.634  4.459  0.899
C  -2.103  -4.403  -2.563
C  -4.594  1.712  -0.347
C  -4.172  2.488  2.354
C  1.100  5.757  0.877
H  -2.083  -3.151  -0.017
H  1.851  2.355  5.530
H  -4.807  1.398  -1.346
H  1.215  3.571  0.966
C  5.074  -1.931  -0.592
N  2.343  0.067  -1.254
C  -0.774  4.233  0.972
H  6.576  -3.358  -1.168
C  0.179  3.781  5.961
H  -2.513  -4.216  -5.507
H  -1.293  -6.671  -0.197
C  -1.225  6.523  0.738
H  -6.240  1.925  2.609
Cl  4.418  0.264  1.841
C  3.742  0.667  0.342
H  -0.827  -4.923  -5.699
H  -1.558  4.938  6.168
C  -5.676  1.847  0.499
H  2.193  5.957  0.806
H  -2.383  -4.706  0.814
S  -1.829  1.938  -0.875
C  -1.047  4.222  5.493
C  2.757  -2.700  -1.027
C  3.660  -1.729  -0.586
H  -2.432  4.187  3.812
O  1.760  3.420  -2.160
C  3.918  3.207  0.067
C  0.119  6.816  0.855
H  -3.877  2.805  3.356
C  0.189  -7.945  -2.029
C  -1.642  5.197  0.650
C  -1.570  -5.058  -3.725
C  -3.081  2.411  1.445
C  3.288  1.869  -0.195
C  -3.302  2.078  0.085
C  -1.529  -4.385  -5.093
C  -2.574  -4.139  -0.144
H  -0.176  -8.463  -1.085
H  0.440  7.861  0.899
C  -0.801  -6.811  -2.199
N  3.269  -0.391  -0.384
C  0.419  2.352  3.988
H  -6.671  1.725  0.200
H  -1.158  -3.356  -4.984
H  5.763  -1.171  -0.255
C  -2.052  -4.947  -1.288
C  -1.550  3.786  4.271
Se  -2.927  -2.774  -2.807
H  0.597  4.228  6.884
H  2.558  -4.651  -1.864
H  -1.888  7.362  0.643
H  0.983  1.553  3.561

Results
HOMO level (spin up / spin down) ... -0.3056 / -0.3003 hartree
ΔE to the lowest compared entry with this formula, charge and spin ... 0.00 kJ/mol
DFT total energy ... -205311.62923 eV

---

Entry 5:
Molecular formula: C3H6O3
Method: DFT, ωB97M-V/def2-TZVPD

CARTESIAN COORDINATES (ANGSTROEM)
H  1.618  -1.364  0.566
C  -0.343  -0.609  1.025
C  -0.701  1.852  -1.007
H  1.413  0.346  0.188
H  -0.083  -0.393  2.066
O  0.669  -1.043  -1.175
C  0.910  -0.635  0.158
O  -0.108  2.502  -0.247
H  -0.854  -1.575  0.979
O  -1.299  1.188  -1.760
H  -0.142  -0.624  -1.488
H  -1.066  0.156  0.714

Results
HOMO level ... -0.3804 hartree
SMILES string ... O=C=O.CCO
ΔE to the lowest compared entry with this formula, charge and spin ... 11.80 kJ/mol
DFT total energy ... -9351.19440 eV

---

Entry 6:
Molecular formula: C17H22N4O4
Method: DFT, ωB97M-V/def2-TZVPD

CARTESIAN COORDINATES (ANGSTROEM)
N  0.317  -0.926  2.174
C  2.200  -1.006  0.336
C  2.751  -1.726  -0.720
C  -2.259  1.914  1.241
C  4.644  -0.403  -0.667
H  1.946  -2.300  -1.036
H  -2.447  0.376  -1.464
H  -2.345  -3.676  -1.756
N  -2.892  -2.194  -0.350
H  -0.845  3.973  -1.493
C  3.067  -0.001  1.143
H  2.669  0.391  1.859
N  -2.773  1.380  -0.116
H  6.512  1.902  -0.223
C  4.310  -0.027  0.471
H  -2.246  -3.772  0.741
N  0.085  -2.352  0.137
H  -2.412  0.869  1.838
H  -3.240  3.654  -0.551
H  -0.133  1.529  0.755
O  5.185  0.979  1.158
C  -3.422  -0.620  -0.445
C  0.872  -1.413  0.978
H  -1.297  -0.104  -0.085
H  -2.954  2.607  1.625
C  3.917  -1.224  -1.211
H  -1.356  -2.302  -1.712
O  -0.872  -1.294  1.964
H  -2.833  2.478  -1.995
C  -1.118  3.078  -0.853
O  5.971  -0.121  -0.777
H  -4.364  -0.769  -0.784
H  -3.796  -0.665  0.869
C  -2.172  -2.668  0.748
O  -0.629  3.553  0.298
C  -2.475  2.850  -1.027
C  -0.950  -2.158  1.003
H  -2.947  -2.533  1.731
C  -2.286  0.287  -0.623
H  7.338  0.656  0.616
H  4.293  -1.926  -2.203
C  -2.425  -2.528  -1.548
H  -0.406  2.322  -1.091
H  -0.497  2.893  2.250
C  6.372  0.720  0.187
H  -3.196  -2.022  -2.484
C  -0.861  2.321  1.093

Results
HOMO level ... -0.2921 hartree
ΔE to the lowest compared entry with this formula, charge and spin ... 2371.58 kJ/mol
DFT total energy ... -32115.35457 eV